# 1
Density functional theory data (ωB97M-V/def2-TZVPD) for a 2-piece molecular cluster, C4H11NO2 overall in a non-equilibrium geometry.

Energy above the lowest of the compared OMol25 structures with the same formula, charge and spin   170.2 kJ/mol
Lowest unoccupied orbital energy   0.731 eV
Net charge   0
HOMO energy   -8.665 eV
Structure (SMILES)   CN[C@H](C)C=O.O

Atoms and positions in Å:
C -0.08784 -0.51178 -0.73468
N -0.70826 0.07085 0.46711
C 0.86199 1.90938 1.29557
C 0.16234 0.55304 1.52063
C 1.25297 -0.45245 1.88654
O 1.41115 -0.94640 2.97173
H 0.85406 0.00969 -0.89647
H -0.78082 -0.32150 -1.55257
H 0.10591 -1.58502 -0.71415
H -1.38002 -0.57680 0.85703
H 1.29103 2.20001 2.24489
H 0.08169 2.61778 0.99861
H 1.61103 1.82241 0.50921
H -0.41175 0.54574 2.44734
H 1.91536 -0.81869 1.06902
H -2.52261 -0.88512 -4.15798
H -1.42968 -1.88449 -4.36712
O -2.22655 -1.74665 -3.84469



# 2
Density functional theory data (ωB97M-V/def2-TZVPD) for a 2-piece molecular cluster, C3H4INS overall in a non-equilibrium geometry.

Energy above the lowest of the compared OMol25 structures with the same formula, charge and spin   377.4 kJ/mol
Lowest unoccupied orbital energy (spin up / spin down)   -0.401 / -0.401 eV
Net charge   0
HOMO energy (spin up / spin down)   -8.108 / -8.107 eV
Structure (SMILES)   [S-]/[NH+]=C\I.C#C

Atoms and positions in Å:
C 1.45151 -0.05110 -0.71429
C 1.39357 1.15219 -0.93904
C -0.50324 -0.72127 1.15719
N -1.11030 0.43811 0.99647
S -0.84897 1.84251 1.86380
I 0.76817 -0.96266 2.78711
H 1.71397 -1.05336 -0.91771
H 0.84488 1.97704 -1.06704
H -0.57317 -1.54519 0.38592
H -1.36576 0.68757 -0.02603



# 3
Density functional theory data (ωB97M-V/def2-TZVPD) for C16H22AsI2N2O6SSiTa as an isolated structure in a non-equilibrium geometry.

Energy above the lowest of the compared OMol25 structures with the same formula, charge and spin   167.9 kJ/mol
Lowest unoccupied orbital energy   -7.601 eV
Net charge   +2
HOMO energy   -14.331 eV

Atoms and positions in Å:
Ta 0.53298 0.68616 -0.18959
O 1.52762 4.67028 0.33646
As 1.59019 2.98313 0.62297
O 1.77174 2.08423 -0.80255
O 0.01749 2.42024 0.87435
C 3.42369 2.63545 1.20994
C 4.32502 3.67269 1.30824
C 5.68604 3.37226 1.24044
C 6.12133 2.07114 1.04468
C 5.20712 1.02704 0.95012
C 3.85723 1.31438 1.02207
S 2.68697 -0.00436 1.17492
O 1.52939 0.65959 1.81540
O 3.25890 -1.10206 1.85064
O 2.04745 -0.44683 -0.14952
H 0.66790 5.00148 0.03680
H 3.98053 4.69071 1.42895
H 6.40264 4.17726 1.33143
H 7.17863 1.85606 0.97727
H 5.52718 -0.00122 0.83698
I -0.80351 -1.29024 1.53431
C -0.84341 -3.14305 0.39393
I -0.28826 -2.59857 -1.57666
H -1.84681 -3.55040 0.40775
H -0.12087 -3.82751 0.82092
C -3.27046 1.59844 0.95233
C -2.90536 1.48779 -0.49229
C -3.80352 1.77017 -1.51057
C -3.40902 1.63385 -2.83388
C -2.11822 1.23449 -3.14808
C -1.26723 0.95752 -2.09452
N -1.66832 1.07382 -0.80469
N 0.04770 0.54244 -2.08378
Si 1.05197 0.49185 -3.61022
C 2.79264 0.03212 -3.07638
C 0.94449 2.24477 -4.28406
C 0.38874 -0.88671 -4.70460
H -2.38724 1.75820 1.56866
H -3.77003 0.68562 1.28447
H -3.96085 2.42484 1.10981
H -4.80652 2.08756 -1.26397
H -4.11015 1.84589 -3.63042
H -1.78200 1.13701 -4.16990
H 3.14898 0.66913 -2.26873
H 3.47984 0.16110 -3.91478
H 2.85627 -1.01119 -2.76145
H 0.67107 2.94907 -3.49700
H 0.21215 2.33432 -5.08807
H 1.90524 2.55776 -4.69554
H 0.44734 -1.86329 -4.22252
H 1.00831 -0.94556 -5.60254
H -0.64322 -0.75297 -5.03203